No. 1
C30H32CoN4O3STe | wB97M-V/def2-TZVPD

Structure (ORCA input):
```
! RIJCOSX wB97M-V def2-TZVPD def2/J DEFGRID3
* xyz 0 2
Co -1.7162 0.4355 1.3267
N -2.0369 1.1399 3.4080
C -2.8878 0.0721 3.9608
C -2.4785 -1.2934 3.4026
O -2.6452 -2.3001 4.0658
O -1.9934 -1.2597 2.2036
H -1.1750 1.2056 3.9380
H -2.5022 2.0379 3.4704
H -3.9135 0.2520 3.6341
H -2.8772 0.0287 5.0495
C -2.9835 4.8534 -2.6006
C -2.4608 3.8605 -1.6084
C -1.0990 3.7780 -1.3092
C -0.7148 2.8234 -0.3908
N -1.6094 2.0309 0.1831
C -2.9174 2.1499 -0.1773
S -3.8699 0.9623 0.6122
N -3.3601 3.0534 -1.0509
H -2.2443 5.6164 -2.8376
H -3.8863 5.3213 -2.2118
H -3.2583 4.3342 -3.5204
H -0.3768 4.4333 -1.7728
H 0.3211 2.6865 -0.0996
C 4.4726 -3.2521 -4.0067
C 3.5267 -2.8865 -2.8962
C 2.6272 -3.8069 -2.3844
C 1.7498 -3.4883 -1.3540
C 0.8070 -4.5678 -0.8856
C 1.7792 -2.1878 -0.8206
Te 0.4163 -1.9632 0.7992
N 0.1985 -0.0761 1.3780
C 1.3907 0.1191 1.9486
O 2.2451 -0.8048 1.8595
C 1.7120 1.3734 2.6838
C 0.8552 2.4713 2.6942
C 1.2078 3.6226 3.3812
C 2.4172 3.6818 4.0608
C 3.2761 2.5916 4.0473
C 2.9281 1.4411 3.3576
C -1.2946 -1.9818 -0.4955
C -2.2865 -2.8978 -0.1490
C -3.4566 -2.9878 -0.8771
C -3.6536 -2.1371 -1.9568
C -2.6746 -1.2249 -2.3026
C -1.4757 -1.1343 -1.5932
C -0.4395 -0.1488 -2.0604
C 2.6544 -1.2254 -1.3411
C 2.6983 0.2336 -0.9701
C 3.5213 -1.6094 -2.3606
H 4.3942 -4.3079 -4.2614
H 5.5054 -3.0459 -3.7228
H 4.2582 -2.6711 -4.9054
H 2.6115 -4.8142 -2.7859
H 1.1949 -5.5450 -1.1679
H -0.1789 -4.4538 -1.3403
H 0.6740 -4.5774 0.1980
H -0.0832 2.4184 2.1620
H 0.5404 4.4749 3.3849
H 2.6918 4.5798 4.5991
H 4.2196 2.6386 4.5750
H 3.5830 0.5811 3.3312
H -2.1587 -3.5172 0.7311
H -4.2219 -3.6945 -0.5850
H -4.5779 -2.1726 -2.5186
H -2.8359 -0.5526 -3.1370
H -0.9027 0.6377 -2.6570
H 0.3107 -0.6484 -2.6786
H 0.0741 0.3195 -1.2231
H 2.0548 0.4873 -0.1420
H 2.4140 0.8304 -1.8391
H 3.7130 0.5206 -0.6901
H 4.2026 -0.8635 -2.7587
*
```

Output
LUMO energy (alpha / beta) (Ha): 0.0095 / 0.0089
Relative energy (zero: lowest compared OMol25 entry of this formula, charge and spin) (eV): 0.000
Highest occupied orbital energy (alpha / beta) (eV): -7.894 / -7.860
Gap between HOMO and LUMO (alpha / beta) (eV): 8.15 / 8.10

No. 2
C30H32CrNOPS4 | wB97M-V/def2-TZVPD

Structure (ORCA input):
```
! RIJCOSX wB97M-V def2-TZVPD def2/J DEFGRID3
* xyz 1 4
Cr 0.0508 -0.3151 -0.3234
S 1.3180 -0.1310 -2.2950
C 2.2403 -1.6197 -2.2104
C 2.7984 -2.1541 -3.3767
C 3.5595 -3.3086 -3.3388
C 3.8143 -3.9584 -2.1333
C 3.3016 -3.4347 -0.9634
C 2.5039 -2.2940 -1.0139
S 1.8741 -1.6117 0.5006
C 0.7833 -2.9391 1.1307
C -0.4884 -2.3886 1.7184
C -1.1615 -3.0977 2.6962
C -2.3960 -2.6450 3.1273
C -2.9296 -1.5100 2.5427
C -2.2006 -0.8426 1.5748
C -2.7897 0.3770 0.9084
S -2.0143 0.8619 -0.6724
C -2.9350 -0.1317 -1.8154
C -4.1121 0.4129 -2.3326
C -4.8564 -0.3077 -3.2436
C -4.4071 -1.5674 -3.6368
C -3.2457 -2.1053 -3.1179
C -2.4714 -1.3981 -2.1863
S -0.9956 -2.1136 -1.5904
N -0.9862 -1.2557 1.2015
H 2.6160 -1.6448 -4.3149
H 3.9651 -3.7072 -4.2602
H 4.4158 -4.8575 -2.1078
H 3.5213 -3.9031 -0.0105
H 1.3257 -3.5256 1.8678
H 0.5427 -3.5682 0.2716
H -0.7257 -4.0034 3.0962
H -2.9463 -3.1852 3.8863
H -3.9067 -1.1395 2.8262
H -2.7064 1.2479 1.5609
H -3.8425 0.2092 0.6919
H -4.4309 1.4004 -2.0181
H -5.7651 0.1093 -3.6566
H -4.9687 -2.1318 -4.3710
H -2.9065 -3.0837 -3.4326
C -1.7309 2.4136 3.8718
C -0.8609 1.1879 3.7677
C -0.7995 0.3141 4.9906
O -0.2250 0.9170 2.7666
H -2.6926 2.1692 4.3260
H -1.8809 2.8885 2.9057
H -1.2410 3.1302 4.5377
H -0.4095 0.8939 5.8315
H -0.1624 -0.5506 4.8171
H -1.8042 -0.0139 5.2667
C 0.4015 3.3552 1.0512
P 1.1967 1.8356 0.3949
C 2.5810 1.6138 1.5635
C 2.0444 2.5962 -1.0384
C 3.3691 2.3170 -1.3612
C 3.9446 2.8605 -2.4991
C 3.2016 3.6857 -3.3324
C 1.8756 3.9555 -3.0300
C 1.2993 3.4085 -1.8913
H 1.0606 4.1965 0.8495
H 0.2557 3.2593 2.1227
H -0.5612 3.5366 0.5716
H 3.2914 0.8803 1.1893
H 2.1904 1.2585 2.5152
H 3.0895 2.5682 1.6988
H 3.9598 1.6583 -0.7379
H 4.9709 2.6197 -2.7467
H 3.6550 4.1162 -4.2162
H 1.2835 4.5802 -3.6865
H 0.2548 3.6096 -1.6782
*
```

Output
LUMO energy (alpha / beta) (Ha): -0.1034 / -0.1105
Highest occupied orbital energy (alpha / beta) (eV): -9.447 / -9.428
Gap between HOMO and LUMO (alpha / beta) (eV): 6.63 / 6.42

No. 3
C30H32MoN3O2PS2Sb | wB97M-V/def2-TZVPD

Structure (ORCA input):
```
! RIJCOSX wB97M-V def2-TZVPD def2/J DEFGRID3
* xyz 1 1
Mo 0.3887 0.1256 -0.3653
S 0.0721 -0.1797 2.0268
C 1.7619 -0.6047 1.8460
S 2.1717 -1.3359 0.3112
C 2.6892 -0.2496 2.7721
C 2.2946 0.6243 3.8581
N 1.9760 1.3973 4.6548
C 4.0763 -0.6094 2.6106
N 5.1781 -0.9058 2.4551
C -5.3804 -1.3602 1.1322
C -4.5323 -0.2183 0.9901
C -3.2360 -0.3750 0.5829
C -2.7381 -1.6700 0.2931
C -3.5953 -2.8174 0.4425
C -4.8936 -2.6476 0.8543
P -1.0817 -1.8337 -0.3847
C -0.4763 -3.4640 0.0619
C 0.1428 -4.2570 -0.8996
C 0.7280 -5.4601 -0.5316
C 0.7055 -5.8648 0.7962
C 0.0833 -5.0777 1.7576
C -0.5123 -3.8771 1.3939
C -1.2268 -1.5683 -2.1423
C -1.9125 -2.1791 -3.1928
C -1.9731 -1.5051 -4.3983
C -1.3865 -0.2391 -4.5240
C -0.7123 0.3543 -3.4695
C -0.5967 -0.3196 -2.2395
H -6.4044 -1.2326 1.4591
H -4.9149 0.7714 1.2096
H -2.5934 0.4899 0.4677
H -3.2175 -3.8111 0.2411
H -5.5392 -3.5088 0.9678
H 0.1720 -3.9307 -1.9330
H 1.2014 -6.0825 -1.2802
H 1.1711 -6.7999 1.0827
H 0.0629 -5.3993 2.7912
H -1.0035 -3.2665 2.1417
H -2.3979 -3.1410 -3.0666
H -2.4942 -1.9420 -5.2416
H -1.4687 0.2900 -5.4673
H -0.2895 1.3422 -3.6148
O 1.3794 2.2137 0.6409
C 0.2341 2.6630 0.5169
O -0.6779 2.0872 -0.1481
C -0.0457 3.9202 1.2233
N 1.1564 4.1233 2.1309
C 0.6693 4.0908 3.5764
C -0.6555 3.3510 3.4749
C -1.2540 3.8556 2.1501
H -0.1086 4.7195 0.4870
H 1.6602 4.9807 1.9183
H 1.7780 3.3407 1.9329
H 0.5428 5.1192 3.9014
H 1.4191 3.5901 4.1901
H -1.2921 3.5643 4.3309
H -0.4713 2.2721 3.4421
H -1.6875 4.8511 2.2690
H -2.0143 3.2007 1.7368
C 1.9408 3.1247 -2.9050
Sb 2.2552 1.1969 -2.0772
C 4.1297 1.4666 -1.1608
C 2.8464 0.0756 -3.7687
H 2.3777 3.1521 -3.9033
H 2.4382 3.8591 -2.2722
H 0.8780 3.3549 -2.9691
H 4.8076 1.9381 -1.8716
H 4.5179 0.4957 -0.8617
H 4.0149 2.0911 -0.2781
H 3.5147 0.6779 -4.3861
H 1.9735 -0.2242 -4.3463
H 3.3747 -0.8131 -3.4228
*
```

Output
LUMO energy (Ha): -0.1492
Highest occupied orbital energy (eV): -10.179
Gap between HOMO and LUMO (eV): 6.12

No. 4
C30H32N5OS4SeSr | wB97M-V/def2-TZVPD

Structure (ORCA input):
```
! RIJCOSX wB97M-V def2-TZVPD def2/J DEFGRID3
* xyz 1 1
Sr 0.6287 -0.5567 0.7802
S -0.3926 1.4735 2.6965
C -1.5550 2.6948 2.1242
C -1.6578 3.8793 2.8595
C -2.5580 4.8658 2.5076
C -3.3645 4.7146 1.3874
C -3.2973 3.5408 0.6648
C -2.4027 2.5389 1.0209
S -2.5397 0.9659 0.1969
C -2.0355 1.2783 -1.5781
C -1.6159 -0.0881 -2.0110
C -2.5083 -0.9128 -2.6432
C -2.2374 -2.2937 -2.7144
C -1.1123 -2.7555 -2.1092
C -0.1835 -1.8586 -1.5273
C 0.8078 -2.4396 -0.7124
S 2.3968 -1.7698 -0.4252
C 2.4311 -2.0482 1.3089
C 3.7335 -1.9924 1.8026
C 4.0372 -2.1858 3.1282
C 3.0015 -2.4535 4.0094
C 1.7203 -2.5274 3.5230
C 1.3940 -2.3466 2.1707
S -0.2746 -2.6462 1.8080
N -0.4044 -0.5077 -1.5374
H -1.0402 3.9760 3.7372
H -2.6550 5.7525 3.1165
H -4.0639 5.4854 1.1022
H -3.9635 3.3666 -0.1644
H -1.2272 2.0106 -1.5462
H -2.9061 1.6412 -2.1213
H -3.4414 -0.5296 -3.0142
H -2.9269 -2.9744 -3.1836
H -0.9052 -3.8133 -2.0403
H 0.8920 -3.5317 -0.8327
H 0.3371 -2.3744 0.3819
H 4.5314 -1.8159 1.0876
H 5.0640 -2.1546 3.4499
H 3.1947 -2.6275 5.0566
H 0.9051 -2.7702 4.1960
C 0.5109 6.1159 1.1762
N 1.2641 5.1003 1.8534
C 1.3750 3.8209 1.4763
Se 0.7262 2.9838 -0.0597
N 2.0917 3.1415 2.3862
C 2.4037 3.9813 3.4291
C 3.0854 3.7691 4.6167
C 3.2259 4.8553 5.4583
C 2.7306 6.1136 5.1112
C 2.0697 6.3360 3.9174
C 1.8961 5.2459 3.0759
H 0.0546 5.6522 0.3009
H 1.1651 6.9291 0.8654
H -0.2686 6.4980 1.8362
H 2.0356 2.1231 2.4248
H 3.4631 2.7927 4.8715
H 3.7336 4.7274 6.4000
H 2.8719 6.9257 5.8060
H 1.7077 7.3158 3.6572
O 3.4755 1.5598 0.5705
C 2.9912 1.6345 -0.4550
N 2.6585 -0.0296 -4.4891
C 1.3062 0.3034 -4.9437
C 0.9087 1.5839 -4.1985
N 1.3237 1.3501 -2.8061
H 2.8414 -1.0221 -4.5655
H 2.2250 0.8317 -2.9494
H 3.3628 0.4420 -5.0458
H 0.6277 -0.5041 -4.6559
H 1.2241 0.4452 -6.0244
H -0.1594 1.7797 -4.2636
H 1.4644 2.4376 -4.5900
H 1.4831 2.2044 -2.2605
H 0.6675 0.7175 -2.2575
*
```

Output
LUMO energy (Ha): -0.1033
Highest occupied orbital energy (eV): -8.845
Gap between HOMO and LUMO (eV): 6.03

No. 5
C30H33AlClF40O5 | wB97M-V/def2-TZVPD

Structure (ORCA input):
```
! RIJCOSX wB97M-V def2-TZVPD def2/J DEFGRID3
* xyz -1 1
C 3.3498 -0.9462 2.3694
C 2.2816 -0.2374 1.4970
C 2.5016 1.2946 1.4287
C 0.8615 -0.5720 2.0249
C -0.3125 -0.1626 1.1250
Al -2.1000 -0.2263 2.0277
Cl -1.8964 1.0800 3.8506
H 2.9172 -1.2404 3.3407
H 4.2127 -0.2979 2.5880
H 3.7345 -1.8619 1.8922
H 2.3378 -0.6512 0.4823
H 1.5952 1.8366 1.7349
H 2.7504 1.6443 0.4157
H 3.3163 1.6138 2.0979
H 0.7708 -0.1011 3.0242
H 0.8130 -1.6620 2.1976
H -0.1770 0.8764 0.7684
H -0.3303 -0.8032 0.2261
H -2.5151 -1.7273 2.4542
H -3.2164 0.5282 1.1047
C -1.6213 -2.2101 -4.9232
C -1.7702 -3.7194 -4.7412
C -2.3453 -4.2183 -3.4115
F -1.5679 -3.8332 -2.3870
F -2.3831 -5.5711 -3.4473
F -0.6126 -4.3562 -5.0188
F -2.6971 -4.1083 -5.6778
O -0.3485 -1.6717 -4.6554
C -0.0026 -1.2306 -3.4034
C 1.2184 -1.9875 -2.8513
F 1.0032 -3.3234 -2.8775
F 1.4116 -1.6232 -1.5723
F -1.0329 -1.2719 -2.5513
F 0.3864 0.0586 -3.5307
H -1.7723 -2.0490 -5.9904
H -2.4113 -1.6887 -4.3808
H -3.3583 -3.8344 -3.2684
H 2.1022 -1.7542 -3.4489
C 4.9536 -7.7071 -2.9151
C 6.2642 -7.6494 -3.6970
C 7.2381 -6.5084 -3.3804
F 6.6722 -5.3144 -3.6490
F 8.3317 -6.6442 -4.1632
F 6.0388 -7.7015 -5.0241
F 6.9420 -8.7836 -3.3331
O 3.8362 -7.0965 -3.5368
C 3.5500 -5.7786 -3.3082
C 3.5902 -4.9630 -4.6097
F 4.7683 -5.1761 -5.2297
F 3.5067 -3.6504 -4.3047
F 4.3486 -5.2272 -2.3824
F 2.2759 -5.7015 -2.8434
H 4.7120 -8.7683 -2.8540
H 5.0887 -7.3351 -1.9002
H 7.5433 -6.5454 -2.3321
H 2.7642 -5.2515 -5.2624
C -2.9913 3.6908 1.4872
C -1.6337 4.2669 1.0925
C -1.1811 5.5347 1.8218
F -2.0733 6.5385 1.6025
F 0.0142 5.9375 1.3400
F -1.5620 4.4687 -0.2429
F -0.7003 3.3382 1.4331
O -4.0863 4.0570 0.6564
C -4.8367 5.1553 0.8692
C -4.7979 6.1416 -0.3129
F -3.5366 6.5252 -0.5889
F -5.5102 7.2477 0.0178
F -4.5553 5.7873 2.0256
F -6.1442 4.7656 0.9462
H -2.9046 2.6097 1.3592
H -3.2047 3.8654 2.5419
H -1.0972 5.3505 2.8946
H -5.2447 5.6745 -1.1918
C -4.2022 12.1039 3.5575
C -3.5865 12.0782 4.9580
C -2.2288 12.7653 5.1481
F -1.2841 12.1831 4.3840
F -1.8616 12.6507 6.4442
F -3.5482 10.8303 5.4512
F -4.4442 12.8212 5.7347
O -3.9885 10.9679 2.7559
C -2.9113 10.8621 1.9239
C -2.0349 9.6464 2.2659
F -1.6455 9.7071 3.5574
F -0.9360 9.6873 1.4838
F -2.1860 11.9970 1.8883
F -3.3823 10.6497 0.6714
H -5.2771 12.1198 3.7356
H -3.9260 13.0262 3.0437
H -2.3035 13.8256 4.8937
H -2.5884 8.7242 2.0855
C 1.6114 -6.3059 0.5499
C 2.1444 -7.7299 0.3891
C 1.4854 -8.6297 -0.6641
F 0.1888 -8.8403 -0.3671
F 2.1223 -9.8311 -0.6571
F 2.1913 -8.3716 1.5690
F 3.4542 -7.6017 -0.0461
O 0.6817 -6.1177 1.5893
C -0.6576 -6.3077 1.3987
C -1.2194 -7.3527 2.3778
F -0.5307 -8.5124 2.2845
F -2.5092 -7.5993 2.0590
F -0.9471 -6.6365 0.1301
F -1.2908 -5.1551 1.6882
H 2.4774 -5.7115 0.8424
H 1.2470 -5.9299 -0.4065
H 1.5737 -8.1897 -1.6552
H -1.1597 -6.9678 3.3968
*
```

Output
LUMO energy (Ha): 0.0688
Highest occupied orbital energy (eV): -5.223
Gap between HOMO and LUMO (eV): 7.10

No. 6
C30H33CaN6O8P2S2Si | wB97M-V/def2-TZVPD

Structure (ORCA input):
```
! RIJCOSX wB97M-V def2-TZVPD def2/J DEFGRID3
* xyz -1 1
Ca -0.0789 -0.5252 0.2558
N 2.2311 1.6507 -2.5896
C 2.1362 2.9929 -2.1722
C 1.1414 3.8076 -2.6928
C 1.0508 5.1365 -2.2917
C 1.9280 5.6470 -1.3507
C 2.9140 4.8235 -0.8201
C 3.0427 3.5141 -1.2527
S 4.3754 2.5091 -0.6811
N 3.8266 0.9356 -0.9721
C 2.9069 0.7210 -1.8210
C 2.6446 -0.7178 -2.1612
C 3.4152 -1.2370 -3.1953
C 3.2632 -2.5654 -3.5444
C 2.3449 -3.3264 -2.8462
C 1.6125 -2.7211 -1.8385
N 1.7408 -1.4371 -1.4969
H 1.3486 1.2940 -2.9458
H 0.4460 3.3938 -3.4178
H 0.2882 5.7707 -2.7281
H 1.8479 6.6753 -1.0233
H 3.5965 5.1961 -0.0650
H 4.1217 -0.5940 -3.7025
H 3.8531 -2.9964 -4.3434
H 2.1898 -4.3736 -3.0657
H 0.8806 -3.2835 -1.2707
C -0.9067 -5.6151 5.7729
Si -0.3225 -5.0965 4.0524
C -1.1540 -6.2448 2.8254
C 1.5375 -5.3122 4.0343
C -0.8643 -3.3165 3.8023
C -1.6129 -2.6511 4.7579
C -2.0255 -1.3323 4.5683
C -1.6438 -0.7100 3.3981
N -0.9155 -1.3132 2.4603
C -0.5282 -2.5943 2.6250
S 0.4102 -3.2820 1.3386
H -0.5916 -6.6447 5.9613
H -1.9933 -5.5797 5.8756
H -0.4707 -4.9889 6.5549
H -0.8649 -7.2846 2.9983
H -0.8756 -5.9641 1.8101
H -2.2406 -6.1751 2.9142
H 1.8092 -6.2623 4.5024
H 2.0252 -4.5074 4.5881
H 1.9224 -5.2886 3.0162
H -1.8898 -3.1635 5.6735
H -2.6139 -0.8067 5.3080
H -1.9183 0.3155 3.1764
N -2.0118 2.8765 -1.2107
C -2.7089 1.6351 -1.6912
C -3.9612 2.0291 -2.4576
P -1.4648 0.8296 -2.8200
O -2.2633 -0.4346 -3.3696
O -1.1939 1.8101 -3.9051
O -0.3280 0.4067 -1.9268
P -2.9557 0.4985 -0.2654
O -4.5036 0.7737 0.1096
O -2.7666 -0.9152 -0.7358
O -2.0231 0.9692 0.8040
H -1.5404 3.3126 -2.0097
H -1.2753 2.7368 -0.4487
H -2.6786 3.5428 -0.8250
H -3.6934 2.6242 -3.3327
H -4.6547 2.5838 -1.8204
H -4.4724 1.1326 -2.8036
H -2.5082 -0.9723 -2.5835
H -4.8460 0.0586 0.6578
O 2.6624 0.1518 2.1378
C 2.1479 1.2349 1.9679
N 1.0519 1.4835 1.1513
C 0.7532 2.7922 1.1967
O -0.1388 3.3773 0.5687
C 1.6888 3.4942 2.1458
C 1.7851 4.8130 2.5345
C 2.8011 5.1418 3.4309
C 3.6789 4.1713 3.9077
C 3.5682 2.8414 3.5052
C 2.5584 2.5312 2.6210
H 1.1005 5.5588 2.1510
H 2.9128 6.1671 3.7629
H 4.4598 4.4581 4.6014
H 4.2469 2.0784 3.8637
*
```

Output
LUMO energy (Ha): 0.0890
Relative energy (zero: lowest compared OMol25 entry of this formula, charge and spin) (eV): 0.000
Highest occupied orbital energy (eV): -4.614
Gap between HOMO and LUMO (eV): 7.03